1.
# C5H8N2

C5H8N2 in the gas phase in a non-equilibrium geometry (the ωB97M-V functional and the def2-TZVPD basis, OMol25).

Last column: Löwdin charge in e.
Atoms and positions in Å:
C 1.848 -0.368 0.781  -0.052
C 0.664 -0.303 -0.149  -0.348
C -0.321 -1.404 -0.249  -0.108
N -0.645 -0.185 0.485  -0.078
C -1.647 0.697 -0.117  -0.178
C -1.080 1.945 -0.654  -0.209
N -0.626 2.913 -1.097  0.146
H 1.586 -0.933 1.682  0.080
H 2.159 0.637 1.086  0.078
H 2.698 -0.858 0.294  0.077
H 0.815 0.282 -1.060  0.134
H -0.806 -1.557 -1.214  0.108
H -0.215 -2.304 0.355  0.109
H -2.189 0.206 -0.938  0.121
H -2.390 0.961 0.645  0.121

Computed properties:
HOMO = -0.35683 hartree
Structure (SMILES) = C[C@H]1CN1CC#N
Relative energy (zero: lowest compared OMol25 entry of this formula, charge and spin) = 1.737 eV
E_LUMO = 0.9 eV
Molecular weight = 96.13 g/mol
Multiplicity = 1

2.
# C5H12N2

C5H12N2 in the gas phase in a non-equilibrium geometry (the ωB97M-V functional and the def2-TZVPD basis, OMol25).

Last column: Löwdin charge in e.
Atoms and positions in Å:
C 1.141 1.828 -0.051  -0.002
C 0.058 1.208 -0.679  -0.454
N 0.085 1.113 -2.047  0.111
C -1.042 0.544 0.084  -0.122
C -0.721 -0.912 0.561  -0.466
C 0.597 -1.496 0.047  -0.082
N -0.881 -1.130 2.030  0.006
H 2.160 1.771 -0.457  0.038
H 0.954 2.657 0.621  0.033
H 0.829 1.591 -2.521  0.095
H -0.344 0.279 -2.436  0.099
H -1.833 0.391 -0.593  0.075
H -1.502 1.163 0.970  0.162
H -1.541 -1.502 0.090  0.123
H 0.876 -1.140 -0.928  0.047
H 1.368 -1.100 0.752  0.088
H 0.467 -2.599 -0.006  0.086
H -0.066 -0.538 2.270  0.066
H -0.605 -2.129 2.292  0.096

Computed properties:
HOMO = -0.28083 hartree
Structure (SMILES) = C=C(N)C[C@@H](C)N
Relative energy (zero: lowest compared OMol25 entry of this formula, charge and spin) = 2.368 eV
E_LUMO = 0.9 eV
Molecular weight = 100.16 g/mol
Multiplicity = 1

3.
# C22H17Br2FeIN7O2S

A molecular structure, C22H17Br2FeIN7O2S in a non-equilibrium geometry (the ωB97M-V functional and the def2-TZVPD basis, OMol25).

Last column: Löwdin charge in e.
Atoms and positions in Å:
Fe -0.126 0.291 0.107  0.601
N 3.683 2.225 0.839  0.110
C 2.663 1.405 0.536  -0.799
S 1.409 2.020 -0.517  0.753
N 2.678 0.198 1.047  0.015
N 1.609 -0.565 0.869  -0.068
C 1.857 -1.850 0.818  -0.028
C 0.930 -2.862 0.446  -0.124
C 1.349 -4.168 0.148  0.015
C 0.520 -5.050 -0.494  -0.015
C -0.770 -4.634 -0.879  -0.017
C -1.207 -3.402 -0.516  0.011
N -0.401 -2.575 0.209  0.001
H 3.811 3.053 0.285  0.097
H 4.488 1.827 1.300  0.115
H 2.889 -2.155 0.951  0.138
H 2.362 -4.445 0.404  0.131
H 0.857 -6.047 -0.738  0.125
H -1.417 -5.281 -1.451  0.126
H -2.187 -3.007 -0.737  0.142
C -2.560 3.006 0.269  -0.005
C -2.537 2.242 -1.018  -0.276
C -3.528 2.472 -1.994  0.010
C -3.495 1.811 -3.188  0.002
C -2.474 0.870 -3.432  -0.177
C -2.334 0.104 -4.613  -0.617
Br -3.552 0.332 -6.043  0.809
C -1.341 -0.830 -4.732  -0.156
C -0.455 -1.052 -3.675  -0.587
Br 0.864 -2.397 -3.787  0.815
C -0.525 -0.325 -2.496  -0.371
O 0.280 -0.549 -1.482  -0.214
C -1.543 0.667 -2.391  -0.135
N -1.575 1.359 -1.217  0.091
H -3.184 3.893 0.183  0.089
H -1.551 3.306 0.546  0.071
H -2.963 2.375 1.065  0.088
H -4.309 3.188 -1.781  0.121
H -4.244 1.998 -3.944  0.089
H -1.246 -1.406 -5.642  0.104
O -1.896 -0.908 0.210  -0.085
N -0.832 -1.407 0.720  -0.152
I 0.800 4.548 4.225  0.933
C -0.219 2.815 3.648  -0.689
C -1.188 2.240 4.451  -0.099
C -1.809 1.095 3.979  -0.025
C -1.456 0.587 2.745  -0.107
N -0.524 1.148 1.957  0.005
C 0.084 2.247 2.422  -0.223
H -1.452 2.670 5.407  0.111
H -2.572 0.600 4.562  0.120
H -1.948 -0.293 2.362  0.098
H 0.819 2.717 1.790  0.032

Computed properties:
HOMO (alpha / beta) = -0.37962 / -0.38050 hartree
Relative energy (zero: lowest compared OMol25 entry of this formula, charge and spin) = 2.946 eV
E_LUMO (alpha / beta) = -4.3 / -4.8 eV
Expectation value of S² = 6.12
Molecular weight = 786.05 g/mol
Multiplicity = 5
Total charge = +1

4.
# C4H5NO

C4H5NO in the gas phase in a non-equilibrium geometry (the ωB97M-V functional and the def2-TZVPD basis, OMol25).

Last column: Löwdin charge in e.
Atoms and positions in Å:
N 1.422 0.114 0.223  -0.016
C 1.287 -1.144 -0.331  -0.098
C 0.454 1.030 -0.234  -0.140
C -0.822 0.681 -0.099  -0.075
C -1.018 -0.734 0.327  -0.151
O 0.035 -1.541 -0.300  -0.104
H 2.367 0.468 0.236  0.114
H 0.844 1.843 -0.840  0.121
H -1.645 1.340 -0.336  0.101
H -1.944 -1.163 -0.060  0.122
H -0.981 -0.894 1.413  0.127

Computed properties:
HOMO = -0.31277 hartree
Relative energy (zero: lowest compared OMol25 entry of this formula, charge and spin) = 2.673 eV
E_LUMO = 0.9 eV
Molecular weight = 83.09 g/mol
Multiplicity = 1